{
  "formula": "C34H38CdN8OSi",
  "method": "ωB97M-V/def2-TZVPD",
  "orbital_gap_ev": 5.648,
  "elements": ["Cd", "C", "C", "N", "N", "C", "O", "C", "C", "C", "C", "C", "C", "C", "C", "C", "C", "C", "N", "H", "H", "H", "H", "H", "H", "H", "H", "H", "H", "H", "H", "C", "C", "C", "C", "C", "C", "N", "N", "C", "C", "C", "C", "C", "N", "H", "H", "H", "H", "H", "H", "H", "H", "H", "C", "Si", "C", "C", "C", "H", "H", "H", "H", "H", "H", "H", "H", "H", "H", "H", "N", "C", "C", "C", "N", "C", "C", "H", "H", "H", "H", "H", "H"],
  "xyz": [[-1.112, -0.250, -0.001], [-2.954, -1.113, -4.071], [-2.591, -0.599, -2.711], [-1.511, -0.935, -2.106], [-0.631, -1.785, -2.656], [0.120, -2.385, -1.718], [-0.052, -2.274, -0.476], [1.196, -3.287, -2.217], [1.905, -4.040, -1.283], [2.918, -4.891, -1.693], [3.229, -4.997, -3.042], [2.531, -4.242, -3.975], [1.517, -3.391, -3.567], [-3.526, 0.254, -1.955], [-4.553, 0.969, -2.570], [-5.441, 1.685, -1.786], [-5.293, 1.676, -0.407], [-4.236, 0.958, 0.126], [-3.383, 0.271, -0.621], [-2.438, -2.057, -4.234], [-4.028, -1.265, -4.165], [-2.629, -0.422, -4.854], [1.638, -3.947, -0.239], [3.466, -5.470, -0.961], [4.010, -5.673, -3.368], [2.779, -4.320, -5.026], [0.959, -2.802, -4.282], [-4.644, 0.978, -3.647], [-6.243, 2.248, -2.244], [-5.976, 2.210, 0.238], [-4.064, 0.918, 1.196], [-3.497, -2.816, 4.112], [-3.414, -2.852, 2.727], [-2.487, -2.078, 2.053], [-1.603, -1.226, 2.743], [-1.656, -1.253, 4.148], [-2.596, -2.022, 4.809], [-0.720, -0.421, 2.041], [-0.032, 0.455, 2.813], [0.953, 1.143, 2.364], [1.458, 2.234, 3.176], [2.118, 3.262, 2.612], [2.406, 3.240, 1.201], [2.180, 2.101, 0.520], [1.561, 1.005, 1.074], [-4.241, -3.403, 4.635], [-4.079, -3.496, 2.163], [-2.417, -2.166, 0.974], [-0.944, -0.654, 4.697], [-2.625, -2.005, 5.892], [1.216, 2.208, 4.229], [2.447, 4.103, 3.210], [2.848, 4.095, 0.710], [2.481, 1.983, -0.516], [4.541, -0.225, -1.190], [3.884, -0.619, 0.542], [4.277, -2.433, 0.873], [4.758, 0.508, 1.781], [1.988, -0.338, 0.635], [5.606, -0.460, -1.239], [4.428, 0.826, -1.462], [4.041, -0.826, -1.954], [5.352, -2.605, 0.789], [3.779, -3.075, 0.144], [3.961, -2.751, 1.868], [5.770, 0.140, 1.968], [4.235, 0.553, 2.738], [4.835, 1.528, 1.406], [1.554, -1.060, 1.327], [1.566, -0.557, -0.356], [-1.121, 6.535, -0.153], [-1.156, 5.168, -0.155], [-1.062, 4.432, -1.342], [-1.086, 3.055, -1.279], [-1.235, 2.363, -0.149], [-1.364, 3.067, 0.978], [-1.321, 4.442, 1.029], [-0.814, 7.015, -0.979], [-0.965, 7.007, 0.719], [-0.937, 4.936, -2.292], [-0.968, 2.471, -2.187], [-1.484, 2.488, 1.888], [-1.381, 4.951, 1.982]],
  "forces_ev_per_a": [[-0.177, 0.354, -0.208], [0.057, -0.047, 0.060], [0.252, -0.265, -0.303], [-0.157, 0.268, 0.264], [0.335, -0.206, -0.470], [-0.499, 0.068, 0.110], [0.168, -0.111, -0.333], [0.148, -0.094, 0.105], [-0.125, 0.027, -0.080], [0.008, -0.034, -0.062], [0.020, -0.021, 0.041], [0.000, 0.004, -0.055], [-0.054, 0.059, -0.029], [-0.322, 0.242, 0.282], [0.127, -0.063, -0.053], [-0.016, 0.067, 0.135], [0.011, -0.028, -0.124], [-0.024, 0.021, 0.109], [-0.061, -0.022, -0.149], [0.007, 0.024, -0.015], [-0.017, 0.039, -0.005], [-0.018, 0.019, -0.005], [-0.014, -0.002, 0.006], [-0.004, -0.024, -0.002], [0.022, 0.025, 0.005], [-0.013, -0.003, -0.001], [0.014, -0.010, 0.001], [-0.003, -0.060, -0.004], [0.007, -0.010, -0.029], [0.008, -0.001, 0.017], [0.000, 0.009, -0.008], [-0.071, -0.052, 0.029], [-0.038, 0.019, 0.041], [0.209, 0.145, -0.038], [-0.115, -0.014, 0.344], [0.083, 0.099, -0.050], [-0.031, -0.031, -0.012], [0.212, -0.260, 0.210], [-0.064, 0.228, 0.377], [0.033, -0.124, -0.368], [0.161, 0.254, 0.050], [-0.114, -0.100, 0.137], [-0.008, -0.009, -0.128], [-0.051, 0.206, -0.169], [-0.198, -0.026, 0.370], [0.033, -0.030, 0.008], [0.008, 0.014, -0.029], [-0.048, -0.026, -0.047], [-0.065, 0.019, 0.032], [0.016, 0.009, 0.005], [-0.015, 0.000, 0.007], [-0.004, -0.019, 0.030], [0.026, -0.054, -0.045], [-0.012, -0.038, 0.011], [-0.155, -0.039, 0.180], [0.257, 0.084, -0.024], [-0.161, 0.216, 0.008], [-0.118, -0.219, -0.066], [0.337, -0.030, -0.209], [0.021, -0.008, 0.023], [-0.026, 0.018, 0.037], [-0.037, -0.033, 0.015], [0.022, 0.026, -0.003], [0.070, 0.083, 0.043], [-0.013, 0.033, 0.029], [0.007, -0.018, 0.001], [-0.021, -0.039, 0.004], [-0.026, 0.016, -0.039], [-0.074, -0.020, -0.135], [0.074, -0.021, 0.201], [-0.080, 0.014, 0.020], [-0.016, -0.206, -0.022], [0.073, 0.083, 0.033], [0.025, 0.030, -0.079], [0.103, -0.401, -0.104], [0.079, -0.082, 0.110], [0.041, 0.107, 0.008], [0.046, 0.003, 0.000], [0.011, 0.026, -0.013], [0.000, -0.037, -0.013], [-0.043, 0.010, 0.001], [0.034, -0.001, 0.017], [-0.056, -0.030, 0.009]],
  "mulliken_charge": [2.70, -1.71, 0.74, 0.68, -1.18, 0.04, -1.07, 0.46, -0.64, -0.45, -0.44, -0.72, -0.19, 0.07, -0.95, -0.45, -0.94, -0.30, -0.04, 0.44, 0.47, 0.30, 0.63, 0.45, 0.40, 0.40, 0.48, 0.45, 0.43, 0.43, 0.53, -0.52, -1.00, -0.55, 0.37, -0.52, -0.58, 1.36, -0.73, -0.26, -1.27, -0.30, -1.12, -0.43, 1.48, 0.38, 0.38, 0.22, 0.40, 0.36, 0.49, 0.50, 0.45, 0.51, -1.20, 0.21, -0.82, -1.21, -0.70, 0.39, 0.38, 0.33, 0.41, 0.00, 0.34, 0.40, 0.36, 0.33, 0.29, -0.02, -0.52, 0.98, -0.78, -0.80, 0.47, -0.92, -0.67, 0.20, 0.20, 0.33, 0.46, 0.55, 0.33]
}

---

{
  "formula": "CH6NO2",
  "method": "ωB97M-V/def2-TZVPD",
  "total_charge": -1,
  "orbital_gap_ev": 6.569,
  "elements": ["O", "H", "N", "C", "O", "H", "H", "H", "H", "H"],
  "xyz": [[0.279, 0.988, -2.776], [0.917, 1.639, -2.468], [0.310, 0.324, 0.147], [0.287, -0.565, 1.234], [-1.060, -1.057, 1.635], [0.091, 0.536, -1.929], [-0.615, 0.253, -0.283], [0.812, -1.531, 1.100], [0.656, -0.109, 2.171], [-1.676, -0.480, 1.169]],
  "forces_ev_per_a": [[-0.094, 0.113, -0.018], [0.004, -0.019, -0.015], [-0.409, 0.278, -0.082], [-0.566, -0.257, 0.289], [-0.065, 0.011, -0.162], [0.361, -0.170, 0.125], [-0.021, -0.078, -0.076], [0.248, -0.034, -0.040], [0.402, 0.046, -0.114], [0.141, 0.110, 0.092]],
  "nbo_charge": [-0.99, 0.46, -1.15, 0.12, -0.81, 0.50, 0.27, 0.08, 0.09, 0.44]
}

---

{
  "formula": "C25H38N4O4S",
  "method": "ωB97M-V/def2-TZVPD",
  "smiles": "CCCCN(CCCC)CCNC(=O)c1cn(C)c2ccc(S(=O)(=O)N3CCCC3)cc2c1=O",
  "orbital_gap_ev": 8.179,
  "elements": ["C", "H", "C", "C", "H", "C", "N", "C", "H", "C", "N", "C", "O", "C", "C", "N", "C", "C", "C", "C", "C", "C", "C", "O", "H", "S", "O", "O", "N", "C", "H", "H", "C", "H", "H", "C", "H", "H", "C", "H", "H", "H", "H", "C", "H", "H", "H", "H", "H", "H", "H", "H", "C", "C", "C", "C", "H", "H", "H", "H", "H", "H", "H", "H", "H", "H", "H", "H", "H", "H", "H", "H"],
  "xyz": [[-0.341, -0.253, 2.489], [0.650, -0.218, 2.039], [-1.204, 0.904, 1.999], [-2.606, 0.864, 2.602], [-3.047, -0.116, 2.412], [-3.511, 1.949, 2.011], [-3.886, 1.637, 0.642], [-5.066, 0.797, 0.563], [-5.053, 0.123, 1.422], [-5.054, -0.069, -0.709], [-3.754, -0.653, -0.903], [-3.422, -1.863, -0.432], [-4.220, -2.682, 0.001], [-1.955, -2.168, -0.480], [-1.588, -3.411, -0.066], [-0.320, -3.848, 0.055], [0.719, -2.978, -0.182], [2.056, -3.341, 0.045], [3.067, -2.427, -0.145], [2.774, -1.145, -0.592], [1.480, -0.778, -0.853], [0.433, -1.678, -0.643], [-0.943, -1.209, -0.869], [-1.162, -0.086, -1.321], [1.245, 0.209, -1.218], [4.075, 0.077, -0.709], [5.339, -0.579, -0.530], [3.871, 0.864, -1.892], [3.718, 0.949, 0.680], [2.867, 2.120, 0.481], [1.869, 1.916, 0.877], [2.791, 2.312, -0.592], [3.556, 3.282, 1.210], [3.446, 4.220, 0.670], [3.133, 3.401, 2.209], [5.009, 2.822, 1.313], [5.530, 3.000, 0.371], [5.553, 3.305, 2.122], [4.839, 1.320, 1.529], [4.573, 1.104, 2.570], [5.707, 0.727, 1.247], [4.098, -2.680, 0.043], [2.304, -4.332, 0.388], [-0.066, -5.208, 0.474], [-1.012, -5.737, 0.561], [0.436, -5.227, 1.443], [0.555, -5.723, -0.260], [-2.377, -4.103, 0.198], [-2.992, -0.013, -1.116], [-5.782, -0.876, -0.605], [-5.301, 0.525, -1.592], [-6.004, 1.379, 0.601], [-3.916, 2.789, -0.241], [-2.508, 3.158, -0.711], [-2.527, 4.257, -1.770], [-1.118, 4.613, -2.229], [-1.147, 5.384, -2.996], [-0.623, 3.736, -2.639], [-0.526, 4.980, -1.394], [-3.113, 3.923, -2.629], [-3.015, 5.147, -1.364], [-2.032, 2.266, -1.121], [-1.909, 3.490, 0.138], [-4.515, 2.535, -1.118], [-4.393, 3.661, 0.240], [-2.970, 2.897, 2.021], [-4.403, 2.072, 2.649], [-2.545, 1.000, 3.685], [-0.724, 1.850, 2.266], [-1.289, 0.869, 0.915], [-0.801, -1.204, 2.228], [-0.230, -0.216, 3.572]],
  "forces_ev_per_a": [[-0.035, 0.240, -0.087], [0.144, -0.068, 0.003], [-0.135, -0.234, 0.172], [0.102, 0.396, -0.167], [-0.075, -0.100, 0.057], [0.051, -0.290, 0.215], [-0.184, 0.079, 0.023], [0.045, -0.114, -0.209], [-0.053, 0.005, -0.001], [-0.236, -0.029, 0.268], [0.010, 0.260, -0.170], [0.237, -0.006, -0.222], [-0.235, -0.197, 0.187], [-0.005, 0.035, 0.079], [-0.281, 0.256, -0.093], [-0.276, 0.060, -0.028], [0.351, 0.620, -0.187], [-0.028, -0.033, 0.007], [0.040, -0.087, 0.004], [0.302, 0.335, -0.160], [-0.079, -0.065, -0.077], [0.289, -0.082, 0.028], [-0.020, -0.278, 0.025], [0.140, 0.100, -0.069], [-0.132, 0.121, -0.046], [-0.387, -0.199, 0.321], [-0.101, -0.102, 0.228], [-0.235, -0.020, 0.158], [0.404, -0.537, -0.876], [-0.728, 0.370, -0.256], [-0.010, 0.099, -0.064], [-0.129, 0.130, 0.146], [0.101, -0.109, 0.005], [-0.071, 0.031, 0.023], [-0.019, 0.052, 0.005], [-0.131, -0.132, 0.069], [0.068, 0.011, -0.017], [0.060, 0.027, -0.007], [0.660, 0.015, 0.342], [0.082, 0.014, -0.059], [0.029, 0.070, 0.220], [0.095, -0.139, 0.058], [0.017, -0.096, 0.032], [0.147, -0.381, 0.158], [0.041, 0.067, -0.019], [-0.003, -0.023, -0.035], [-0.021, -0.002, 0.036], [0.019, -0.040, 0.017], [0.035, -0.273, 0.045], [0.006, 0.144, -0.097], [-0.045, -0.060, 0.050], [0.040, -0.044, 0.066], [0.356, 0.005, 0.018], [-0.450, 0.215, -0.209], [0.237, -0.083, 0.193], [-0.267, 0.041, -0.021], [0.102, 0.071, -0.076], [0.115, -0.081, -0.062], [0.110, 0.046, 0.070], [-0.089, 0.023, -0.013], [-0.079, 0.021, -0.051], [0.060, -0.064, 0.044], [0.098, -0.030, 0.076], [-0.048, 0.041, -0.026], [-0.057, -0.049, -0.069], [-0.024, 0.051, 0.026], [0.038, 0.098, -0.072], [-0.020, -0.078, 0.080], [0.011, 0.106, -0.040], [0.021, 0.096, -0.078], [-0.025, -0.162, -0.011], [0.050, -0.062, 0.123]],
  "nbo_charge": [-0.60, 0.21, -0.42, -0.39, 0.20, -0.21, -0.47, -0.22, 0.20, -0.23, -0.61, 0.67, -0.67, -0.32, 0.15, -0.35, 0.18, -0.26, -0.14, -0.34, -0.14, -0.10, 0.51, -0.63, 0.26, 2.32, -0.94, -0.93, -0.68, -0.24, 0.20, 0.23, -0.41, 0.22, 0.20, -0.42, 0.21, 0.22, -0.23, 0.19, 0.24, 0.25, 0.22, -0.40, 0.23, 0.21, 0.21, 0.24, 0.44, 0.23, 0.19, 0.17, -0.21, -0.41, -0.39, -0.60, 0.21, 0.21, 0.20, 0.19, 0.19, 0.22, 0.19, 0.19, 0.17, 0.19, 0.17, 0.20, 0.19, 0.23, 0.20, 0.20]
}

---

Record-wise energy values, in eV: -62285.3986 -6718.4671 -51528.3941